{"formula": "C22H21N3OS", "method": "wB97M-V/def2-TZVPD", "charge": 0, "spin_multiplicity": 1, "homo_energy_ha": -0.2567, "e_lumo_ev": -1.17, "energy_ev": -40504.5061, "e_above_lowest_kcal_mol": 47.3, "smiles": "CCOc1ccc2nc3cc(NCC4=CC=CCC4=S)ccc3c(N)c2c1", "elements": ["S", "N", "O", "C", "C", "C", "C", "C", "C", "C", "C", "C", "C", "C", "C", "C", "C", "C", "C", "C", "C", "N", "N", "C", "C", "C", "C", "H", "H", "H", "H", "H", "H", "H", "H", "H", "H", "H", "H", "H", "H", "H", "H", "H", "H", "H", "H", "H"], "coordinates": [[-1.4590, -4.9072, -2.0001], [-2.3115, 1.4925, 0.3690], [-3.1545, 6.0380, 3.5078], [-0.1889, -4.4659, -3.1235], [1.9754, -3.7552, -4.9929], [1.9767, -3.3980, -3.5536], [0.8393, -4.4156, -5.4183], [1.1041, -3.8528, -2.6219], [-3.7689, 4.4930, 1.8963], [1.1288, -0.9739, 0.6264], [-2.7512, 4.9605, 2.6969], [-0.0047, -1.3424, -0.2436], [-1.0785, -0.4734, -0.2183], [-3.5612, 3.4341, 1.0288], [1.0876, 0.3090, 1.2124], [-1.5407, 4.3365, 2.6577], [-0.0620, 2.5218, 1.7656], [-1.1545, 0.7983, 0.3985], [-2.3664, 2.6868, 1.0147], [-0.0192, 1.1929, 1.1487], [-1.2615, 3.2311, 1.7928], [1.0467, 3.0050, 2.4696], [0.0466, -2.5923, -0.8157], [-0.3874, -4.7495, -4.5184], [1.1939, -3.4865, -1.1978], [-2.1336, 5.6882, 5.8012], [-2.2263, 6.6007, 4.4929], [2.7723, -3.4402, -5.6151], [2.6784, -2.7004, -3.1702], [0.8473, -4.6784, -6.4363], [-4.7239, 4.9676, 1.8733], [1.9010, -1.7065, 0.7806], [-1.9691, -0.8952, -0.7552], [-4.3910, 3.0899, 0.3407], [1.8850, 0.5197, 1.9255], [-0.7201, 4.6145, 3.4220], [1.0325, 4.0491, 2.6083], [1.2520, 2.3139, 3.1724], [-0.8548, -2.8394, -1.1811], [-0.6299, -5.8019, -4.7961], [-1.0889, -4.0397, -4.8666], [2.1136, -2.9249, -1.0026], [1.1233, -4.4262, -0.5495], [-1.3946, 6.1496, 6.4532], [-3.1215, 5.7639, 6.3938], [-1.7962, 4.6659, 5.5588], [-2.5787, 7.6022, 4.7770], [-1.1604, 6.6872, 4.1674]], "atomic_forces_ev_per_a": [[2.0867, 0.4645, -2.2435], [0.1247, 1.1242, -0.1540], [1.6120, -0.0333, 0.3151], [-0.4919, -1.1728, 4.7010], [-3.5217, -0.9302, 1.8149], [-0.3125, -0.5596, -0.5027], [2.0047, 1.2236, 1.7217], [-2.2308, -0.2037, -2.1560], [-0.5889, -1.6487, -2.5035], [-1.8911, 2.5281, -0.5546], [0.6527, 1.1523, 1.6999], [2.6832, 0.6129, 2.2705], [-1.4383, -1.9554, -1.9442], [-1.9655, 0.2269, -0.1981], [0.9342, -2.3276, 0.3303], [2.1819, 0.7708, 1.6561], [0.2799, -1.5838, -0.0566], [-0.3154, -0.4106, 0.7949], [1.5355, -1.0184, 0.1265], [0.0660, 2.3016, 0.1420], [-1.5187, -0.5159, -0.7443], [-0.5184, 0.7655, -0.9981], [-0.5360, 0.4198, -0.3732], [3.1584, -0.6105, -2.7494], [-1.3487, 0.5054, 2.0608], [-1.5319, 1.2831, -0.3370], [0.4370, -1.8016, 0.9961], [0.5212, 0.0423, -0.5639], [1.0907, 0.3376, 0.0524], [-0.5680, -0.4808, -1.1921], [-0.4178, 0.4061, 0.1942], [0.3554, 0.2254, 0.2569], [0.5519, 0.9481, 0.4897], [1.0448, 0.4043, 1.0171], [0.0131, 0.2516, -0.3522], [-1.4983, -0.2657, -1.4192], [0.1581, -2.1538, 0.5513], [0.7792, 0.8148, 0.6132], [0.1343, -0.5435, -0.2358], [-0.4796, 0.8548, 0.6372], [-1.5147, 0.3936, -0.5653], [-0.0886, -0.3586, 0.0234], [0.3413, 1.1873, -0.7840], [0.2247, -0.0083, 0.0305], [1.4475, -0.6490, -1.1132], [-0.5343, 0.4137, 0.1964], [-0.1474, -0.4436, -0.4034], [-0.9605, 0.0172, -0.5478]]}